Entry 1:
Below is C54H47BBrIN5O5RbSTe as an isolated structure, with properties calculated with wB97M-V/def2-TZVPD.

Positions of all 117 atoms, in Å:
I1 1.87975 1.68859 2.60788
Te1 -0.38037 1.69972 -2.71159
Rb1 1.04530 -0.53708 -0.07747
Br1 4.28429 3.20953 4.98739
S1 -1.50505 -1.28708 -2.17204
O1 2.05710 2.13747 -0.36705
O2 -1.02292 3.09560 -0.32625
O3 -0.09297 -1.22807 -2.42898
O4 -0.49066 4.18725 1.59565
O5 -2.36445 -0.47118 -3.00510
N1 3.06360 -1.13100 -2.03435
N2 0.83458 -2.94375 2.00648
N3 2.81381 -2.80455 0.13912
N4 -1.70333 0.02967 2.04258
N5 -1.64761 -0.79140 -0.59968
C1 3.42118 -2.42542 -2.15093
C2 -3.13892 -4.66033 -3.40296
C3 -1.92447 -2.97620 -2.26473
C4 3.39955 -3.29037 -0.95950
C5 3.39243 -0.78027 -4.38204
C6 -2.75771 -3.33088 -3.29860
C7 -0.14727 -3.01037 2.89554
C8 4.19009 -5.13750 -2.36486
C9 -2.58074 -5.58846 -2.53347
C10 3.11924 1.75702 7.07838
C11 3.80134 -3.43414 4.14807
C12 2.30480 0.80546 7.64688
C13 3.72625 -2.11057 -4.54355
C14 1.29603 2.46852 0.50959
C15 -1.73323 0.43955 3.30897
C16 0.06595 -3.15244 4.26294
C17 2.44545 -3.26215 3.79977
C18 -3.94516 -0.37291 3.66080
C19 -3.35370 2.69468 0.18187
C20 3.83585 -4.63102 -1.12593
C21 -2.69178 4.31466 2.50734
C22 3.15355 -3.12386 1.41334
C23 -2.84506 0.26001 4.14456
C24 2.11806 -3.10603 2.40821
C25 0.32550 2.58682 -5.43630
C26 0.74141 4.99043 -5.19873
C27 0.29208 4.06092 -7.37070
C28 -5.06614 -1.45469 1.71901
C29 -2.76680 -0.60756 1.50662
C30 0.59649 5.15232 -6.56236
C31 4.19558 -4.32687 -3.49204
C32 -0.00350 1.27284 -4.80935
C33 3.79184 -2.96861 -3.41801
C34 -5.06696 -1.81527 0.36845
C35 2.28733 1.13561 4.86107
C36 -2.66058 4.60411 -1.29802
C37 1.57884 0.13086 5.47744
C38 4.48576 -3.34868 1.83162
C39 1.37249 -3.22950 4.72630
C40 -1.70712 -5.20695 -1.49980
C41 3.11156 -0.32730 -3.07860
C42 0.60172 3.71895 -4.60950
C43 3.11347 1.89107 5.67852
C44 4.79195 -3.48013 3.17391
C45 -3.94438 -0.82129 2.30199
C46 -2.28685 3.77406 -0.05709
C47 -2.79296 -0.96964 0.09056
C48 -1.79243 6.11437 0.98603
C49 1.56509 -0.05989 6.86669
C50 0.66734 3.54212 -3.12984
C51 -4.01444 -1.47383 -0.46032
C52 -1.38848 -3.86751 -1.34698
C53 0.17234 2.79758 -6.80700
C54 -1.89877 4.62737 1.23510
B1 -0.08540 3.26202 0.69122
H1 1.57032 -3.26519 5.80148
H2 2.27390 0.75283 8.72380
H3 -2.79892 0.64832 5.16762
H4 -5.94670 -1.63074 2.34995
H5 -2.85802 -6.62974 -2.63397
H6 -3.84141 -4.95932 -4.18251
H7 3.76932 -5.26579 -0.23668
H8 -3.49394 2.11324 -0.74626
H9 3.74378 2.41576 7.66356
H10 -2.27887 4.88514 3.33395
H11 -1.30820 -5.96339 -0.81013
H12 -5.96086 -2.30801 -0.04046
H13 -4.81851 -0.53326 4.28288
H14 -0.06440 1.96102 -7.47194
H15 -3.76428 4.57414 2.42851
H16 -0.84045 0.94776 3.66933
H17 4.47448 -6.17451 -2.46833
H18 0.18755 4.38907 -2.63474
H19 3.97572 -2.49823 -5.53686
H20 -2.58969 3.24939 2.74330
H21 -2.81891 3.95626 -2.17084
H22 4.09041 -3.52701 5.19633
H23 -1.89330 5.33331 -1.59645
H24 5.83655 -3.59157 3.47822
H25 -4.32778 3.14098 0.43310
H26 2.92977 0.73250 -2.88850
H27 -1.06491 6.30657 0.19519
H28 -1.16489 -2.96297 2.48116
H29 0.79057 0.52665 -4.94372
H30 1.69805 3.48880 -2.76673
H31 -2.72105 6.61842 0.70992
H32 -1.40820 6.59795 1.89348
H33 -3.60521 5.13546 -1.12942
H34 -0.74762 -3.51757 -0.54759
H35 0.97177 5.84379 -4.56074
H36 0.99764 -0.57441 4.88206
H37 0.92228 -0.82574 7.31145
H38 5.25169 -3.36807 1.06606
H39 4.50706 -4.74192 -4.45552
H40 3.31584 -0.08754 -5.21544
H41 0.12498 4.22274 -8.43379
H42 -4.09222 -1.57631 -1.54668
H43 -3.06266 1.97770 0.96093
H44 -0.78384 -3.14997 4.94515
H45 -3.12902 -2.56440 -3.98347
H46 -0.92011 0.85673 -5.23108
H47 0.73352 6.13674 -7.02174

## Properties
- HOMO-LUMO gap: 4.68 eV
- Energy: -172055.29883 eV
- Total charge: -2
- HOMO: -0.037 hartree

Mulliken population analysis, charges in e, atoms 1 to 99: I 0.14; Te 0.80; Rb 0.31; Br -0.30; S 0.22; O -0.56; O 0.28; O -0.13; O -0.71; O -0.81; N -0.07; N -0.01; N 0.45; N 0.98; N 1.82; C -0.15; C -0.73; C -0.24; C -0.38; C -0.67; C -0.17; C -0.05; C -0.73; C -0.47; C -0.56; C -0.97; C -0.42; C -0.87; C -0.01; C -0.69; C -0.91; C 1.41; C -1.13; C -1.53; C -0.32; C -1.69; C -0.23; C -0.83; C -0.16; C 0.62; C -0.88; C -0.62; C -0.88; C 0.05; C -0.44; C -0.93; C -1.18; C 1.40; C -0.96; C -1.08; C -2.07; C 0.52; C -0.39; C -0.74; C -0.78; C -0.44; C 0.72; C 0.52; C -0.76; C 1.13; C 1.63; C -0.32; C -2.16; C -0.84; C -1.07; C -0.81; C -0.79; C -0.56; C 2.01; B 0.61; H 0.28; H 0.32; H 0.48; H 0.31; H 0.36; H 0.37; H 0.39; H 0.50; H 0.34; H 0.48; H 0.42; H 0.31; H 0.37; H 0.41; H 0.31; H 0.33; H 0.38; H 0.17; H 0.33; H 0.15; H 0.35; H 0.30; H 0.36; H 0.33; H 0.40; H 0.55; H 0.36; H 0.45; H 0.32

=====

Entry 2:
Below is C54H48I4N8W as an isolated structure, with properties calculated with wB97M-V/def2-TZVPD.

Positions of all 115 atoms, in Å:
W1 0.12013 -0.33434 0.00317
I1 7.38421 5.38724 4.51023
I2 -5.77488 4.00447 -6.89348
I3 -6.23579 3.31922 6.75072
I4 7.05311 -4.36674 -2.38519
N1 1.52866 -2.02777 0.95785
N2 -1.83753 -1.95562 -0.21424
N3 2.09315 0.53751 0.02955
N4 -0.81110 -1.08806 2.11648
N5 0.33519 1.32433 1.80655
N6 -1.74662 0.91651 -0.12334
N7 -0.20779 -2.75950 -2.87009
N8 -0.30990 -0.44035 -2.10161
C1 2.74408 -2.35244 -3.47307
C2 -3.04097 1.77424 -3.54455
C3 4.17898 -0.05696 -0.67266
C4 0.03213 -0.86326 -4.41899
C5 2.79243 -0.31202 -0.70848
C6 4.31675 1.02372 0.17515
C7 -4.43987 3.70008 4.35312
C8 3.02492 1.36892 0.64641
C9 0.12739 -1.26783 3.25566
C10 5.44425 4.59549 2.33857
C11 4.07348 -4.26605 -2.62951
C12 -3.87413 1.60100 0.60278
C13 3.79251 2.84081 2.45888
C14 -1.12214 0.35485 -2.90171
C15 2.00372 -2.56980 -0.32650
C16 1.06483 2.75302 3.48603
C17 -3.50810 1.09290 4.24074
C18 -4.17671 1.15651 -4.05759
C19 -4.88016 2.76311 5.28057
C20 2.87398 -3.70451 -2.91851
C21 -4.41528 1.45624 5.22576
C22 -3.87456 1.59201 -0.73932
C23 0.81975 -2.62346 3.26605
C24 1.13667 -3.11723 1.86747
C25 -0.80474 0.15586 -4.32262
C26 5.85019 4.29898 3.63380
C27 4.42644 3.86050 1.75226
C28 -3.06643 2.01990 3.30580
C29 -2.52389 1.29067 1.02067
C30 -2.75892 -1.86944 0.92779
C31 1.78625 -1.35286 -2.68419
C32 -3.53578 3.32692 3.37115
C33 -1.91874 -2.06358 2.16424
C34 -2.55680 1.16843 -1.15680
C35 2.72173 2.05898 1.80161
C36 1.44171 1.98696 2.35478
C37 -0.69275 1.75769 2.58472
C38 -2.19188 1.09320 -2.52529
C39 -1.65953 -2.90471 -3.03443
C40 4.20568 2.55495 3.75792
C41 -4.60860 3.05320 -5.46264
C42 1.85854 -1.34248 -1.18254
C43 -4.96154 1.78839 -5.00967
C44 -0.27722 2.58225 3.65428
C45 -2.70278 3.04314 -4.00328
C46 5.23440 3.27471 4.34244
C47 5.26565 -3.54018 -2.87133
C48 -1.62073 -3.38724 -0.56944
C49 -2.24622 -3.75060 -1.90331
C50 -2.08295 1.61006 2.26060
C51 5.23077 -2.25604 -3.45675
C52 0.32428 -1.40704 -3.04861
C53 4.02922 -1.69618 -3.74350
C54 -3.47750 3.68292 -4.96037
H1 0.27883 -3.61245 1.41477
H2 1.98052 -4.28887 -2.74036
H3 -1.82603 3.54113 -3.60693
H4 4.10664 4.09610 0.74512
H5 -2.50830 -1.91393 3.07367
H6 -5.84206 1.29770 -5.40043
H7 2.24443 -2.44684 -4.45654
H8 -0.91910 3.03534 4.38939
H9 5.23232 1.48219 0.50954
H10 -4.75651 0.72578 5.94598
H11 0.85479 -0.46156 3.20041
H12 1.94344 -3.85694 1.89795
H13 2.09873 -0.36043 -3.01529
H14 -4.45437 0.16660 -3.71241
H15 4.96456 -0.60402 -1.16530
H16 -3.23679 -0.89290 0.93624
H17 -3.33001 -3.60690 -1.86340
H18 -4.66922 1.88268 1.27194
H19 3.99234 -0.71274 -4.19783
H20 1.72189 3.38961 4.05169
H21 -1.51770 -3.07444 2.20847
H22 -2.08202 -4.81414 -2.08904
H23 3.73131 1.75442 4.31167
H24 -1.26442 -0.20176 2.31919
H25 0.21524 -3.37512 3.77560
H26 -2.11753 -1.91458 -3.03182
H27 -3.14551 0.07103 4.20828
H28 1.32843 -3.36833 -0.63031
H29 5.55694 3.03894 5.34708
H30 -0.55610 -3.58716 -0.61424
H31 -3.19314 4.05932 2.65014
H32 0.41582 -1.30302 -5.33071
H33 -3.55229 -2.61998 0.86991
H34 -2.28058 -1.50339 -1.00923
H35 6.15265 -1.73438 -3.67137
H36 0.26411 -3.39363 -3.50223
H37 4.13182 -5.26546 -2.22197
H38 -4.80145 4.71800 4.39551
H39 -1.24907 0.73171 -5.11807
H40 1.73578 -2.53080 3.85215
H41 -0.42711 -1.12858 4.18831
H42 -4.66970 1.85955 -1.41433
H43 -2.04443 -4.01221 0.21838
H44 -1.91514 -3.33696 -4.00411
H45 -3.20242 4.66883 -5.30818
H46 2.29956 -1.50903 1.38110
H47 5.91757 5.39723 1.78933
H48 3.02063 -2.97921 -0.23802

## Properties
- HOMO-LUMO gap (alpha / beta): 4.79 / 2.71 eV
- Energy: -102910.23236 eV
- Total charge: +2
- HOMO (alpha / beta): -0.430 / -0.384 hartree

Mulliken population analysis, charges in e, atoms 1 to 99: W 4.23; I 0.17; I 0.16; I 0.17; I 0.34; N -0.19; N 0.18; N -0.18; N 0.04; N -0.29; N 0.13; N 0.21; N 0.07; C 0.76; C -0.94; C -1.80; C -1.48; C 0.65; C -1.15; C -0.71; C -0.55; C -0.70; C -0.82; C -0.71; C -1.53; C -0.01; C 0.05; C -1.33; C -1.73; C -0.13; C 0.19; C -0.15; C -0.33; C -0.75; C -2.00; C -1.16; C -0.87; C -1.45; C -0.11; C -0.17; C -0.77; C 0.56; C -0.95; C -0.51; C -0.03; C -0.94; C 0.38; C 1.45; C -0.14; C 0.69; C 1.49; C -0.39; C -0.16; C -0.07; C 1.30; C -0.82; C -2.00; C 0.02; C -0.80; C 0.01; C -0.44; C -1.32; C 1.22; C -0.71; C -0.34; C -0.55; C -0.80; H 0.37; H 0.41; H 0.54; H 0.55; H 0.39; H 0.41; H 0.31; H 0.64; H 0.62; H 0.42; H 0.12; H 0.52; H 0.78; H 0.48; H 0.60; H 0.00; H 0.34; H 0.71; H 0.47; H 0.66; H 0.81; H 0.48; H 0.50; H -0.86; H 0.37; H -0.04; H 0.29; H 0.62; H 0.40; H -0.25; H 0.54; H 0.54